[1]
Formula: C20H31F5NO6S3
Source: OMol25
Level of theory: ωB97M-V with the def2-TZVPD basis set

```
66
Properties=species:S:1:pos:R:3:mulliken_charge:R:1
C -3.991 -2.283 -0.546 -0.576
O -3.202 -3.050 -1.428 -0.346
C -3.306 -4.456 -1.277 -0.644
C -1.976 -5.056 -0.870 -0.844
C -1.624 -4.695 0.590 -0.713
C -0.313 -3.910 0.719 -0.515
C -0.345 -3.034 1.976 -0.619
C 1.007 -2.406 2.312 -0.878
C 0.851 -1.110 3.136 -0.778
C 1.815 -0.015 2.689 -1.713
C 1.447 0.657 1.379 -0.413
N 0.390 1.720 1.483 0.340
C -0.300 1.860 2.611 -0.015
C -1.257 2.851 2.768 -1.178
C -1.513 3.724 1.734 0.933
C -2.507 4.829 1.906 -0.372
O -2.122 5.940 1.904 -0.368
O -3.780 4.464 2.143 -0.338
S -4.821 4.689 0.794 -0.008
C -0.804 3.566 0.524 -0.110
S -1.171 4.666 -0.830 -0.094
C 0.146 2.549 0.422 0.316
S 1.046 2.355 -1.154 1.369
O 1.678 3.604 -1.423 -0.660
O 1.947 1.244 -1.200 -0.622
C -0.209 2.035 -2.532 0.602
F -0.122 3.062 -3.359 -0.214
F -1.451 1.935 -2.051 -0.261
C 0.150 0.757 -3.348 0.650
F -0.806 0.634 -4.267 -0.237
F 0.141 -0.320 -2.584 -0.201
F 1.305 0.918 -3.957 -0.210
H -4.335 -1.391 -1.067 0.263
H -4.877 -2.811 -0.205 0.336
H -3.392 -1.938 0.300 0.114
H -3.594 -4.879 -2.241 0.364
H -4.063 -4.750 -0.551 0.420
H -1.201 -4.655 -1.515 0.363
H -2.022 -6.135 -0.978 0.398
H -2.408 -4.093 1.044 0.454
H -1.532 -5.596 1.189 0.426
H 0.525 -4.597 0.802 0.279
H -0.197 -3.237 -0.128 0.289
H -1.058 -2.234 1.770 0.146
H -0.728 -3.590 2.828 0.339
H 1.589 -3.112 2.894 0.465
H 1.564 -2.195 1.398 0.462
H 1.096 -1.349 4.169 0.506
H -0.190 -0.797 3.153 0.487
H 2.799 -0.455 2.564 0.467
H 1.952 0.750 3.454 0.561
H 2.326 1.148 0.989 0.510
H 1.129 -0.084 0.654 0.545
H -0.124 1.199 3.439 0.566
H -1.797 2.934 3.697 0.544
H -4.185 5.715 0.203 0.173
H -0.447 5.710 -0.398 0.277
C 5.050 1.224 -3.741 -0.773
C 5.675 1.363 -2.366 -0.246
O 5.024 2.365 -1.588 -0.564
H 5.089 2.175 -4.273 0.261
H 5.567 0.469 -4.333 0.369
H 3.999 0.937 -3.657 0.086
H 6.718 1.666 -2.449 0.304
H 5.640 0.408 -1.831 0.238
H 4.101 2.113 -1.489 0.287
```

Summary:
gap between HOMO and LUMO = 6.355 eV
E_LUMO = -5.28 eV
largest force on an atom = 2.5 eV Å⁻¹
HOMO energy = -11.64 eV
net charge = +1

=====

[2]
Formula: C20H31N3O3
Source: OMol25
Level of theory: ωB97M-V with the def2-TZVPD basis set

```
57
Properties=species:S:1:pos:R:3:mulliken_charge:R:1
C -2.901 -6.712 -3.914 -1.419
C -2.460 -5.259 -3.792 -0.069
C -1.497 -4.870 -4.912 -0.737
C -0.942 -3.453 -4.773 -0.396
C -1.991 -2.375 -5.055 -0.723
O -1.453 -1.071 -4.979 -0.422
C -1.210 -0.512 -3.762 0.501
C -1.544 -1.063 -2.529 -0.274
C -1.262 -0.385 -1.357 -0.907
C -0.639 0.856 -1.392 0.558
N -0.334 1.571 -0.234 -0.025
C -0.549 1.267 1.056 0.733
O -1.069 0.266 1.522 -0.748
C -0.008 2.379 1.962 0.394
O 0.554 3.357 1.496 -0.745
N -0.281 2.148 3.251 -0.073
C 0.417 2.809 4.317 -1.349
C 1.649 1.980 4.753 0.227
C 1.261 0.645 5.415 -0.970
C 1.595 -0.414 4.362 -0.443
C 2.784 0.216 3.649 -0.802
N 2.412 1.612 3.574 0.384
C 3.395 2.541 3.076 -0.662
C 4.622 2.773 3.967 -1.169
C -0.304 1.413 -2.626 -0.598
C -0.586 0.739 -3.792 -0.671
H -2.042 -7.378 -3.862 0.353
H -3.405 -6.878 -4.864 0.333
H -3.587 -6.974 -3.112 0.383
H -1.967 -5.112 -2.827 0.266
H -3.342 -4.617 -3.819 0.234
H -0.658 -5.571 -4.907 0.359
H -2.002 -4.969 -5.876 0.305
H -0.122 -3.312 -5.481 0.273
H -0.536 -3.314 -3.769 0.355
H -2.344 -2.466 -6.087 0.318
H -2.854 -2.473 -4.388 0.344
H -2.030 -2.023 -2.459 0.414
H -1.526 -0.820 -0.407 0.499
H 0.133 2.470 -0.353 0.169
H -0.691 1.239 3.435 0.257
H -0.254 2.965 5.165 0.448
H 0.742 3.777 3.930 0.418
H 2.222 2.603 5.456 0.272
H 0.215 0.622 5.716 0.354
H 1.871 0.485 6.306 0.342
H 1.833 -1.381 4.802 0.442
H 0.771 -0.541 3.661 0.097
H 2.935 -0.178 2.641 0.351
H 3.707 0.047 4.230 0.335
H 3.725 2.160 2.106 0.409
H 2.887 3.493 2.898 0.275
H 5.172 1.847 4.117 0.291
H 5.284 3.491 3.491 0.411
H 4.332 3.167 4.938 0.289
H 0.179 2.379 -2.663 0.373
H -0.334 1.161 -4.752 0.434
```

Summary:
SMILES = CCCCCOc1ccc(NC(=O)C(=O)NC[C@H]2CCCN2CC)cc1
gap between HOMO and LUMO = 8.786 eV
E_LUMO = 0.86 eV
largest force on an atom = 0.7 eV Å⁻¹
HOMO energy = -7.92 eV

=====

[3]
Formula: C20H31N3O4
Source: OMol25
Level of theory: ωB97M-V with the def2-TZVPD basis set

```
58
Properties=species:S:1:pos:R:3:mulliken_charge:R:1
C -3.989 -4.179 -1.008 -1.122
C -5.128 -3.175 -1.115 -0.284
O -4.661 -1.835 -0.980 -0.397
C -4.458 -1.411 0.290 0.840
O -4.712 -2.073 1.269 -0.659
N -3.999 -0.138 0.336 0.139
C -3.578 0.617 -0.820 -0.992
C -2.056 0.761 -0.841 -0.550
C -1.591 1.413 0.465 -0.916
N -0.149 1.655 0.490 0.446
C 0.323 2.988 0.801 -1.223
C 0.937 3.742 -0.411 -0.366
O 0.159 4.824 -0.857 -0.443
C -0.945 4.472 -1.654 -0.534
C 0.697 0.575 0.371 0.665
O 0.279 -0.559 0.241 -0.746
N 2.034 0.885 0.395 0.105
C 3.126 0.012 0.327 0.954
C 3.009 -1.374 0.313 -0.545
C 4.144 -2.159 0.256 -0.745
C 5.415 -1.601 0.216 0.679
C 6.637 -2.468 0.109 -1.024
C 6.968 -2.750 -1.358 -1.055
C 5.522 -0.216 0.229 -0.805
C 4.397 0.581 0.286 -0.705
C -2.061 0.562 1.651 -0.721
C -3.582 0.419 1.603 -1.159
H -4.368 -5.182 -1.183 0.388
H -3.219 -3.954 -1.742 0.287
H -3.554 -4.134 -0.013 0.310
H -5.878 -3.371 -0.341 0.331
H -5.595 -3.210 -2.102 0.310
H -3.927 0.112 -1.719 0.505
H -4.047 1.609 -0.767 0.279
H -1.753 1.368 -1.696 0.334
H -1.597 -0.222 -0.929 0.288
H -2.072 2.396 0.543 0.735
H -0.519 3.581 1.162 0.452
H 1.048 2.946 1.622 0.734
H 1.891 4.196 -0.128 0.262
H 1.107 3.034 -1.236 0.477
H -0.632 3.870 -2.516 0.293
H -1.377 5.407 -2.005 0.301
H -1.701 3.916 -1.091 0.111
H 2.300 1.855 0.428 -0.064
H 2.032 -1.825 0.344 0.497
H 4.037 -3.235 0.248 0.352
H 7.487 -1.970 0.580 0.350
H 6.465 -3.414 0.626 0.348
H 7.157 -1.819 -1.889 0.319
H 6.135 -3.255 -1.842 0.323
H 7.851 -3.380 -1.436 0.350
H 6.499 0.245 0.198 0.354
H 4.502 1.659 0.299 0.360
H -1.762 1.030 2.591 0.343
H -1.598 -0.421 1.586 0.350
H -3.932 -0.250 2.390 0.531
H -4.059 1.399 1.726 0.348
```

Summary:
SMILES = CCOC(=O)N1CCC(N(CCOC)C(=O)Nc2ccc(CC)cc2)CC1
gap between HOMO and LUMO = 8.766 eV
E_LUMO = 0.62 eV
largest force on an atom = 0.5 eV Å⁻¹
HOMO energy = -8.14 eV

=====

[4]
Formula: C20H31N5O4
Source: OMol25
Level of theory: ωB97M-V with the def2-TZVPD basis set

```
60
Properties=species:S:1:pos:R:3:mulliken_charge:R:1
C 2.765 0.849 2.010 -1.331
C 3.165 2.316 1.951 1.260
C 4.623 2.522 2.343 -1.649
C 2.270 3.176 2.843 -1.486
N 0.867 2.957 2.640 0.387
N 0.273 3.247 1.405 -0.363
C -1.048 2.798 1.520 0.049
C -1.945 2.982 0.343 -0.521
C -3.292 2.325 0.589 0.358
O -4.153 2.843 1.273 -0.643
N -3.435 1.108 0.021 0.274
C -2.768 0.405 -1.078 -0.978
C -3.790 -0.746 -0.881 0.803
C -3.212 -2.095 -0.500 -1.786
N -2.522 -2.765 -1.594 0.199
C -3.365 -3.486 -2.528 -1.052
C -1.171 -2.630 -1.682 1.093
O -0.555 -1.952 -0.865 -0.786
C -0.476 -3.344 -2.826 -0.720
C 1.050 -3.332 -2.862 0.114
O 1.634 -4.254 -3.403 -0.669
N 1.661 -2.246 -2.346 -0.061
C 3.088 -2.139 -2.319 -0.198
C 3.683 -0.967 -1.610 -0.609
C 3.816 -2.344 -1.022 -0.493
C -4.407 0.055 0.295 -0.984
C -1.256 2.213 2.706 -0.169
C -0.006 2.298 3.479 0.111
O 0.277 1.878 4.586 -0.713
H 2.801 0.475 3.037 0.341
H 1.750 0.696 1.638 0.198
H 3.439 0.243 1.402 0.422
H 3.046 2.660 0.917 0.113
H 4.800 2.188 3.369 0.363
H 5.284 1.953 1.688 0.397
H 4.913 3.573 2.278 0.402
H 2.454 2.959 3.897 0.455
H 2.504 4.238 2.694 0.311
H 0.389 4.230 1.176 0.280
H -2.112 4.043 0.139 0.464
H -1.448 2.554 -0.530 0.288
H -2.841 0.934 -2.029 0.094
H -1.738 0.125 -0.857 0.485
H -4.477 -0.847 -1.721 0.385
H -2.510 -1.973 0.324 0.542
H -4.014 -2.751 -0.147 0.378
H -2.784 -3.957 -3.311 0.451
H -3.926 -4.263 -2.004 0.318
H -4.082 -2.811 -3.001 0.300
H -0.755 -4.397 -2.843 0.445
H -0.824 -2.912 -3.769 0.382
H 1.107 -1.672 -1.723 0.201
H 3.558 -2.488 -3.226 0.451
H 4.557 -0.503 -2.044 0.264
H 3.006 -0.267 -1.136 0.171
H 3.217 -2.591 -0.156 0.216
H 4.777 -2.838 -1.049 0.266
H -4.263 -0.389 1.282 0.338
H -5.442 0.370 0.161 0.269
H -2.159 1.745 3.056 0.572
```

Summary:
SMILES = CC(C)Cn1[nH]c(CC(=O)N2CC(CN(C)C(=O)CC(=O)NC3CC3)C2)cc1=O
gap between HOMO and LUMO = 8.817 eV
E_LUMO = 0.33 eV
largest force on an atom = 0.5 eV Å⁻¹
HOMO energy = -8.49 eV

=====

[5]
Formula: C20H31N6PReS4
Source: OMol25
Level of theory: ωB97M-V with the def2-TZVPD basis set

```
63
Properties=species:S:1:pos:R:3:mulliken_charge:R:1
Re 8.235 9.099 8.964 -0.478
C 7.637 5.615 7.759 -0.890
C 6.709 6.281 6.753 -0.779
S 6.040 7.860 7.377 0.065
C 5.635 8.701 5.810 -0.481
C 5.311 10.154 6.067 -0.977
S 6.498 10.995 7.173 0.090
C 7.802 11.607 6.045 -0.948
C 8.744 10.543 5.535 -0.692
S 9.569 9.588 6.886 0.095
C 9.800 7.996 5.967 -0.527
C 10.094 6.812 6.864 -0.919
S 9.020 6.672 8.352 0.321
H 8.090 4.698 7.356 0.605
H 7.089 5.337 8.669 0.453
H 5.851 5.633 6.550 0.581
H 7.249 6.441 5.811 0.441
H 4.771 8.170 5.373 0.556
H 6.476 8.610 5.112 0.189
H 4.359 10.256 6.602 0.445
H 5.246 10.742 5.143 0.516
H 8.360 12.358 6.625 0.433
H 7.292 12.127 5.225 0.619
H 9.580 10.989 4.978 0.602
H 8.218 9.851 4.865 0.426
H 10.621 8.175 5.261 0.574
H 8.892 7.787 5.383 0.301
H 11.113 6.874 7.275 0.415
H 10.014 5.874 6.310 0.544
C 11.708 8.886 13.335 -0.737
N 11.250 8.884 11.965 0.158
C 12.054 8.618 10.826 -0.827
C 11.262 8.696 9.766 -0.332
N 9.934 9.004 10.149 0.559
C 9.952 9.131 11.518 0.114
P 8.633 9.714 12.574 -0.480
C 8.186 11.032 11.433 0.174
N 8.014 10.976 10.071 0.377
C 7.740 12.299 9.674 -0.331
C 7.718 13.121 10.728 -0.888
N 8.005 12.347 11.862 0.156
C 8.073 12.830 13.228 -0.731
C 7.412 8.596 11.907 0.220
N 7.142 8.319 10.584 0.549
C 6.078 7.397 10.594 -0.464
C 5.695 7.123 11.844 -0.802
N 6.530 7.879 12.702 0.137
C 6.437 7.915 14.146 -0.725
H 12.723 8.470 13.380 0.328
H 11.710 9.901 13.749 0.334
H 11.041 8.265 13.947 0.345
H 13.104 8.380 10.914 0.507
H 11.521 8.565 8.720 0.573
H 7.575 12.534 8.640 0.544
H 7.544 14.179 10.803 0.483
H 7.836 13.900 13.233 0.326
H 7.364 12.286 13.862 0.328
H 9.083 12.663 13.624 0.337
H 5.658 7.039 9.668 0.704
H 4.925 6.470 12.232 0.485
H 5.633 7.243 14.461 0.329
H 7.387 7.596 14.591 0.337
H 6.206 8.932 14.487 0.330
```

Summary:
<S²> = 3.777
gap between HOMO and LUMO (spin up / spin down) = 7.764 / 6.402 eV
E_LUMO (spin up / spin down) = -12.35 / -14.13 eV
spin multiplicity = 4
largest force on an atom = 3.6 eV Å⁻¹
HOMO energy (spin up / spin down) = -20.12 / -20.54 eV
net charge = +4

=====

[6]
Formula: C20H32Br2FIN2O6PS
Source: OMol25
Level of theory: ωB97M-V with the def2-TZVPD basis set

```
66
Properties=species:S:1:pos:R:3:mulliken_charge:R:1
C 4.052 1.092 2.272 -1.016
C 3.683 0.047 1.120 0.386
C 2.956 -1.237 1.694 -1.167
C 1.907 -1.865 0.709 0.813
C 1.040 -3.033 1.355 -1.000
C -0.022 -3.629 0.341 -0.346
C -1.423 -2.885 0.340 -1.486
C -1.274 -1.464 -0.267 1.076
C -1.221 -0.199 0.528 1.472
C -1.323 -0.380 2.070 0.614
F -0.558 0.520 2.840 -0.392
C -2.838 -0.514 2.588 -0.906
C -3.900 -0.631 1.427 -0.708
C -1.113 1.122 -0.181 0.414
C -1.051 2.467 0.608 -1.363
Br 0.759 2.833 1.385 0.014
C -2.229 2.731 1.610 0.551
C -1.916 4.124 2.348 -1.243
Br -3.922 3.027 0.616 -0.146
C -1.023 1.111 -1.657 0.053
C -0.908 2.432 -2.505 -1.457
C 0.610 2.834 -2.478 -0.233
N 1.424 2.279 -1.670 -0.111
N -1.028 -0.095 -2.370 0.392
P -0.857 -0.225 -4.167 0.013
O -2.359 0.102 -4.899 -0.536
O 0.352 0.779 -4.745 -0.338
C -1.171 -1.362 -1.714 -1.104
I -1.249 -3.218 -2.881 0.198
H 3.704 0.762 3.286 0.272
H 5.167 1.268 2.260 0.331
H 3.568 2.088 2.057 0.132
H 4.628 -0.195 0.570 0.448
H 2.988 0.559 0.404 -0.325
H 2.423 -0.913 2.637 0.319
H 3.755 -1.971 1.988 0.247
H 1.289 -1.039 0.266 -0.251
H 2.466 -2.338 -0.164 0.000
H 1.777 -3.872 1.545 0.505
H 0.613 -2.775 2.367 0.296
H -0.185 -4.705 0.658 0.435
H 0.490 -3.676 -0.655 0.250
H -1.783 -2.876 1.413 0.290
H -2.174 -3.535 -0.200 0.576
H -0.877 -1.393 2.294 -0.498
H -2.937 -1.419 3.257 0.395
H -3.143 0.363 3.225 0.546
H -3.970 0.294 0.800 0.082
H -4.912 -0.740 1.926 0.397
H -3.753 -1.544 0.795 0.120
H -1.147 3.288 -0.160 0.500
H -2.355 1.988 2.426 -0.047
H -1.312 4.821 1.718 0.293
H -1.408 3.879 3.328 0.312
H -2.906 4.571 2.623 0.451
H -1.516 3.271 -2.052 0.517
H -1.300 2.323 -3.547 0.507
H 0.996 3.637 -3.168 0.384
H 2.351 2.703 -1.798 0.221
H -2.991 -0.460 -4.401 0.363
H 0.031 1.352 -5.473 0.327
O 4.627 -1.323 -2.569 -0.778
S 3.414 -2.094 -2.912 1.114
O 3.540 -2.653 -4.275 -0.783
O 2.217 -1.209 -2.854 -0.555
O 3.231 -3.200 -1.929 -0.841
```

Summary:
gap between HOMO and LUMO = 3.019 eV
E_LUMO = 0.52 eV
largest force on an atom = 5.1 eV Å⁻¹
HOMO energy = -2.49 eV
net charge = -1

=====

[7]
Formula: C20H32BrF15O12P2SSi2
Source: OMol25
Level of theory: ωB97M-V with the def2-TZVPD basis set

```
85
Properties=species:S:1:pos:R:3:mulliken_charge:R:1
O 4.022 2.216 6.532 -0.473
P 4.731 1.032 5.532 0.299
Br 6.955 0.980 6.043 -0.208
Si 4.628 1.927 3.483 0.261
O 5.993 1.408 2.623 -0.152
Si 5.809 1.238 0.926 0.491
P 2.654 1.452 2.645 0.329
S 2.427 -0.375 1.984 -0.295
H 3.320 2.618 5.998 0.310
H 4.721 3.383 3.665 -0.088
H 4.799 2.132 0.335 -0.120
H 7.118 1.477 0.276 -0.171
H 5.518 -0.190 0.672 -0.108
H 2.238 2.421 1.666 -0.046
H 1.695 1.597 3.716 -0.029
C -1.563 -4.841 1.636 -1.108
C -0.620 -5.873 1.051 -0.322
O 0.632 -5.270 0.691 -0.299
C 1.511 -5.117 1.685 0.298
O 1.322 -5.440 2.818 -0.515
C 2.805 -4.511 1.152 0.939
F 2.578 -3.495 0.312 -0.238
F 3.532 -5.415 0.480 -0.276
F 3.581 -4.042 2.126 -0.236
H -1.677 -4.020 0.959 0.182
H -2.540 -5.281 1.834 0.442
H -1.168 -4.436 2.570 0.386
H -1.043 -6.280 0.132 0.338
H -0.466 -6.711 1.733 0.328
C -5.428 -0.840 -2.898 -1.254
C -3.924 -1.006 -2.822 -0.048
O -3.474 -0.953 -1.458 -0.275
C -3.575 -2.092 -0.772 0.334
O -4.005 -3.117 -1.208 -0.523
C -3.017 -1.909 0.636 0.970
F -3.424 -0.768 1.202 -0.254
F -1.678 -1.871 0.629 -0.259
F -3.393 -2.903 1.459 -0.249
H -5.738 0.076 -2.393 0.373
H -5.757 -0.801 -3.937 0.395
H -5.940 -1.667 -2.403 0.297
H -3.435 -0.181 -3.342 0.324
H -3.598 -1.923 -3.298 0.262
C 4.698 7.798 -2.153 -1.103
C 4.661 6.358 -2.620 -0.230
O 4.058 5.514 -1.625 -0.270
C 2.723 5.483 -1.621 0.017
O 2.024 6.096 -2.367 -0.516
C 2.226 4.514 -0.553 1.242
F 2.882 4.651 0.610 -0.245
F 2.382 3.238 -0.932 -0.255
F 0.931 4.677 -0.281 -0.257
H 5.198 7.874 -1.185 0.303
H 5.227 8.422 -2.873 0.377
H 3.690 8.196 -2.024 0.312
H 5.677 5.989 -2.763 0.313
H 4.145 6.258 -3.576 0.322
C -0.623 3.892 2.237 -0.914
C -1.352 3.318 3.435 -0.415
O -1.749 4.361 4.337 -0.346
C -2.884 4.996 4.027 0.350
O -3.560 4.756 3.074 -0.507
C -3.210 6.038 5.092 0.913
F -2.135 6.752 5.447 -0.247
F -3.683 5.465 6.205 -0.252
F -4.131 6.906 4.679 -0.242
H 0.220 4.507 2.560 0.307
H -0.251 3.094 1.593 0.319
H -1.278 4.534 1.647 0.425
H -0.684 2.662 3.995 0.239
H -2.212 2.718 3.132 0.382
C -1.015 -6.711 -5.544 -1.105
C -2.139 -6.888 -4.543 -0.221
O -2.928 -5.691 -4.446 -0.241
C -3.868 -5.537 -5.382 0.245
O -4.082 -6.307 -6.268 -0.523
C -4.656 -4.257 -5.128 0.990
F -3.859 -3.221 -4.819 -0.268
F -5.512 -4.402 -4.111 -0.254
F -5.375 -3.885 -6.184 -0.268
H -0.414 -5.836 -5.293 0.296
H -0.371 -7.591 -5.556 0.381
H -1.406 -6.554 -6.550 0.318
H -1.726 -7.066 -3.550 0.295
H -2.767 -7.745 -4.790 0.321
```

Summary:
gap between HOMO and LUMO = 7.991 eV
E_LUMO = -0.77 eV
largest force on an atom = 3.3 eV Å⁻¹
HOMO energy = -8.76 eV